Computed, not measured: a cluster of 13 separate species, C72H183N13O23 in total, with ωB97M-V/def2-TZVPD.

XYZ file:
```
291
Properties=species:S:1:pos:R:3:forces:R:3:lowdin_charge:R:1
C -8.743 -21.855 17.710 2.191 -1.067 -0.860 -0.02
C -7.427 -21.871 16.730 -1.826 1.322 -1.650 -0.32
C -7.626 -22.438 15.275 0.212 -1.078 0.116 -0.15
O -6.527 -22.099 14.370 -1.051 1.589 1.283 -0.21
C -6.354 -22.817 13.182 0.944 -1.660 0.490 -0.12
N -7.050 -20.461 16.573 0.899 0.528 0.569 0.03
H -8.691 -22.785 18.276 -0.352 -0.059 0.124 0.05
H -9.729 -21.770 17.253 0.227 0.080 -0.390 0.06
H -8.575 -21.029 18.400 -0.091 -0.017 -0.126 0.05
H -6.617 -22.477 17.137 0.037 0.397 0.543 0.11
H -8.595 -22.122 14.888 -0.017 0.377 -0.312 0.11
H -7.668 -23.525 15.344 -0.058 -0.321 -0.044 0.11
H -5.745 -22.320 12.426 -0.514 0.945 0.085 0.07
H -7.233 -23.281 12.734 -0.344 0.336 0.089 0.08
H -5.659 -23.616 13.441 -0.108 -0.788 -0.122 0.07
H -7.375 -20.014 15.728 -1.066 -0.393 -0.263 0.06
H -6.068 -20.391 16.347 0.778 -0.333 0.476 0.01
C -10.851 -19.631 22.328 0.310 -1.268 -0.547 -0.06
C -11.346 -19.074 20.998 -0.006 -2.080 1.280 -0.45
C -12.702 -19.743 20.623 0.463 -0.220 -1.561 -0.16
O -13.260 -19.182 19.419 -0.133 -0.402 -0.449 -0.20
C -13.190 -19.960 18.195 0.518 -0.034 0.619 -0.08
N -11.297 -17.655 21.098 -0.514 1.198 -0.847 0.05
H -10.759 -20.716 22.272 -0.660 -0.429 0.112 0.06
H -11.528 -19.342 23.133 0.416 0.095 0.187 0.08
H -9.790 -19.420 22.455 -0.206 0.904 0.435 0.06
H -10.564 -19.313 20.277 -0.318 -0.790 -0.422 0.12
H -13.508 -19.793 21.355 0.190 0.956 0.562 0.12
H -12.540 -20.812 20.482 0.474 -0.192 -0.279 0.09
H -12.221 -19.909 17.699 0.250 0.446 0.100 0.06
H -13.939 -19.617 17.481 -0.021 0.209 0.349 0.08
H -13.345 -21.028 18.349 -0.350 -0.089 0.381 0.07
H -12.229 -17.322 20.897 -0.179 0.555 0.008 0.07
H -10.763 -17.441 20.268 -0.050 1.118 0.015 0.06
C -6.028 -26.653 11.395 0.305 -0.892 -0.186 -0.03
C -4.735 -27.011 12.246 -4.992 1.794 -0.379 -0.46
C -4.105 -28.312 11.954 0.764 -1.633 1.026 -0.17
O -2.976 -28.464 12.838 1.143 0.733 0.859 -0.21
C -2.583 -29.737 13.378 -1.021 0.022 -1.274 -0.08
N -3.885 -25.915 12.088 2.661 0.342 0.641 0.07
H -6.844 -27.351 11.582 -0.006 -0.221 -0.256 0.07
H -5.801 -26.576 10.331 0.164 -0.649 -0.239 0.05
H -6.462 -25.663 11.531 0.457 0.185 0.996 0.06
H -5.141 -26.982 13.257 0.253 -0.504 0.506 0.12
H -3.742 -28.277 10.927 -0.107 -0.608 -0.275 0.11
H -4.747 -29.150 12.227 -0.500 -0.095 -0.769 0.13
H -1.875 -29.730 14.207 -0.109 1.045 -0.021 0.08
H -2.093 -30.314 12.594 -0.137 -0.302 -0.121 0.08
H -3.477 -30.247 13.734 -0.063 -0.308 -0.032 0.08
H -3.035 -26.459 12.123 1.459 1.409 0.147 0.07
H -3.905 -25.399 11.220 -0.451 -0.408 -0.325 0.04
C -1.081 -17.568 14.502 -1.559 0.547 -1.228 -0.07
O -2.356 -18.201 14.864 1.082 -0.013 2.106 -0.21
C -2.724 -17.936 16.253 -1.090 0.024 0.891 -0.20
C -4.087 -18.624 16.654 0.102 -0.727 -1.547 -0.16
N -4.166 -20.021 16.112 -0.263 1.226 -0.237 -0.07
C -3.028 -20.839 16.474 0.493 -0.933 0.502 -0.18
C -3.106 -22.300 15.921 1.181 0.203 -1.116 -0.14
O -2.289 -22.473 14.710 -0.729 0.855 0.050 -0.19
C -2.679 -21.589 13.633 0.029 -0.191 0.809 -0.09
H -0.606 -18.091 13.672 0.087 -0.858 0.559 0.08
H -0.379 -17.293 15.289 -0.315 -0.476 0.253 0.09
H -1.381 -16.674 13.954 0.079 0.647 0.417 0.07
H -2.767 -16.864 16.441 -0.310 0.290 -0.361 0.11
H -2.101 -18.265 17.086 1.340 -0.517 -0.783 0.11
H -4.903 -18.006 16.281 -0.249 -0.360 -0.555 0.10
H -4.371 -18.736 17.701 1.013 0.375 0.390 0.10
H -4.022 -19.890 15.121 -0.484 -0.027 -0.409 0.08
H -2.873 -20.897 17.552 -0.547 0.015 0.317 0.11
H -2.136 -20.308 16.143 0.519 -0.668 -0.387 0.11
H -4.109 -22.682 15.729 -0.468 0.714 -0.251 0.10
H -2.719 -23.067 16.592 0.452 0.465 0.330 0.10
H -3.720 -21.296 13.774 -0.351 -0.464 -0.526 0.07
H -2.466 -22.055 12.671 -0.366 -0.336 0.144 0.08
H -2.158 -20.632 13.594 0.537 0.079 0.524 0.07
C -2.878 -16.483 22.032 0.248 1.154 -0.306 -0.14
O -2.852 -17.790 21.652 -0.370 -2.364 -0.227 -0.19
C -2.929 -18.741 22.706 1.409 0.644 0.560 -0.24
C -3.066 -20.096 22.142 -2.125 -1.031 -0.144 -0.19
N -4.512 -20.354 21.826 0.129 -0.321 -1.682 -0.03
C -4.935 -20.059 20.433 0.887 -0.720 0.540 -0.22
C -6.377 -20.420 20.229 -1.094 1.447 0.318 -0.17
O -7.291 -19.697 21.122 1.147 -1.267 -0.017 -0.19
C -7.392 -18.341 20.840 -1.295 0.625 -1.417 -0.12
H -3.791 -16.242 22.576 -0.113 0.295 0.073 0.10
H -2.810 -15.961 21.078 -0.273 0.570 0.225 0.09
H -1.997 -16.198 22.608 0.101 0.045 0.367 0.09
H -3.722 -18.527 23.422 -0.327 0.239 -0.049 0.13
H -2.000 -18.721 23.275 0.342 0.331 0.240 0.12
H -2.917 -20.908 22.854 0.927 0.416 0.331 0.11
H -2.373 -20.207 21.309 -0.298 -0.159 -0.239 0.12
H -5.059 -19.642 22.287 -0.048 -0.170 0.765 0.09
H -4.488 -20.664 19.643 0.813 -0.435 0.304 0.11
H -4.557 -19.051 20.261 -0.844 0.447 -0.724 0.09
H -6.584 -21.481 20.364 0.287 0.049 0.494 0.13
H -6.599 -20.235 19.178 -0.403 0.407 -0.196 0.09
H -6.515 -17.853 20.414 0.386 -0.082 0.688 0.06
H -7.905 -17.779 21.620 0.666 -0.190 0.577 0.10
H -8.109 -18.222 20.027 -0.283 0.005 -0.606 0.07
C -6.542 -31.606 6.647 0.590 1.102 0.426 -0.10
O -5.542 -30.640 7.013 -1.127 -0.017 -0.464 -0.20
C -6.192 -29.353 7.056 1.353 -0.878 0.514 -0.20
C -5.295 -28.517 7.962 -0.997 -0.248 0.789 -0.24
N -4.877 -27.319 7.311 -0.011 0.910 0.620 -0.06
C -3.771 -26.729 8.061 1.572 0.213 -0.586 -0.21
C -3.782 -25.200 8.128 0.101 0.353 1.277 -0.17
O -3.554 -24.620 9.451 0.956 -0.361 -0.426 -0.25
C -2.144 -24.346 9.759 -1.434 -0.135 0.500 -0.07
H -6.992 -31.275 5.710 -0.151 -0.394 -0.261 0.08
H -7.276 -31.493 7.445 -0.440 -0.844 -0.115 0.08
H -6.092 -32.596 6.570 -0.133 0.157 0.077 0.09
H -7.221 -29.404 7.411 -0.032 -0.356 0.533 0.11
H -6.331 -28.962 6.049 0.514 0.279 -0.279 0.12
H -4.455 -29.035 8.424 0.387 -0.977 -0.914 0.11
H -5.811 -28.326 8.903 -0.633 0.696 -0.096 0.10
H -4.641 -27.566 6.360 0.401 0.259 -0.003 0.11
H -2.828 -27.022 7.600 0.247 -0.145 -0.273 0.12
H -3.636 -27.151 9.057 -0.710 0.089 0.184 0.09
H -4.806 -24.963 7.840 0.210 0.706 -0.148 0.12
H -2.987 -24.748 7.535 -0.462 -0.065 -0.707 0.11
H -2.119 -24.133 10.828 -0.142 0.082 0.039 0.07
H -1.797 -23.444 9.255 0.066 -0.213 -0.382 0.09
H -1.494 -25.212 9.639 -0.039 -0.032 -0.506 0.09
C -9.735 -25.078 11.014 -0.924 0.625 -0.731 -0.10
O -10.332 -25.361 12.279 0.799 -0.642 0.281 -0.17
C -11.083 -26.575 12.343 -1.358 0.972 -0.600 -0.19
C -12.409 -26.541 11.516 0.570 -1.339 0.572 -0.21
N -12.256 -26.801 10.107 0.521 -0.802 -0.401 -0.09
C -13.268 -26.258 9.227 0.943 2.182 -0.037 -0.17
C -13.094 -24.667 9.031 -1.389 -0.786 -1.481 -0.18
O -12.081 -24.188 8.146 1.199 0.338 0.011 -0.22
C -12.010 -24.579 6.759 0.293 -1.663 1.551 -0.09
H -9.233 -24.110 10.999 0.061 0.001 0.778 0.09
H -10.518 -24.934 10.269 -0.137 0.046 -0.104 0.06
H -9.034 -25.773 10.554 0.134 -0.693 0.686 0.08
H -11.458 -26.831 13.334 0.298 1.258 0.642 0.11
H -10.501 -27.488 12.216 0.374 0.044 -1.163 0.12
H -13.113 -25.721 11.660 0.553 0.606 0.615 0.11
H -12.880 -27.385 12.018 -0.726 -0.404 -0.322 0.10
H -11.306 -26.585 9.842 -0.353 -0.024 -0.489 0.08
H -14.254 -26.452 9.650 -0.021 0.109 0.075 0.11
H -13.254 -26.730 8.245 0.146 -0.102 0.024 0.10
H -13.007 -24.145 9.984 0.652 -0.187 0.029 0.10
H -13.993 -24.228 8.599 -0.746 -0.397 0.085 0.11
H -11.684 -25.619 6.768 -0.329 -0.502 -0.239 0.07
H -11.143 -24.132 6.271 -0.481 0.894 0.218 0.09
H -12.945 -24.537 6.201 -0.056 0.509 0.057 0.09
C -0.632 -17.683 6.276 0.297 1.409 -1.092 -0.15
O -1.109 -18.739 7.017 0.542 -0.730 0.437 -0.16
C -2.254 -18.606 7.793 -0.487 -0.444 0.464 -0.23
C -2.159 -17.591 8.909 0.081 0.172 -0.641 -0.22
N -3.177 -17.941 9.855 -0.893 -0.592 -0.213 -0.07
C -3.073 -17.361 11.171 -0.162 -0.521 0.503 -0.20
C -4.452 -16.953 11.699 0.408 0.284 -1.891 -0.17
O -4.770 -15.715 11.018 -0.517 1.358 1.369 -0.21
C -4.727 -14.438 11.734 -0.291 -0.619 -0.492 -0.08
H 0.428 -17.809 6.055 -0.157 -0.860 -0.523 0.09
H -0.546 -16.667 6.662 -0.736 0.096 1.293 0.08
H -1.257 -17.533 5.396 0.243 -0.204 -0.550 0.09
H -2.483 -19.593 8.197 0.561 -0.086 0.358 0.12
H -3.194 -18.419 7.275 0.035 0.471 -0.922 0.11
H -2.420 -16.623 8.480 0.482 0.537 -0.040 0.12
H -1.148 -17.537 9.314 -0.040 -0.235 0.241 0.13
H -4.028 -17.645 9.398 -0.413 -0.119 0.318 0.08
H -2.375 -16.533 11.048 0.032 0.369 0.996 0.12
H -2.714 -18.158 11.821 0.580 0.219 0.346 0.10
H -4.641 -17.099 12.762 0.387 0.992 0.266 0.12
H -5.132 -17.672 11.240 -0.243 -0.140 -0.046 0.10
H -3.740 -14.053 11.992 0.397 -0.638 0.132 0.08
H -5.368 -14.411 12.615 0.057 -0.434 0.194 0.08
H -5.126 -13.654 11.090 -0.171 -0.401 -0.448 0.07
C -13.814 -23.055 13.642 -0.943 -0.228 -0.247 -0.08
O -14.978 -23.755 14.230 1.911 1.205 -0.426 -0.20
C -15.039 -23.823 15.681 -1.849 -1.124 -1.086 -0.18
C -16.267 -23.014 16.236 1.758 1.364 -0.924 -0.17
N -15.742 -21.651 16.392 -0.301 1.244 1.172 -0.09
C -16.623 -20.658 17.057 2.037 -0.908 0.730 -0.17
C -16.495 -20.870 18.582 -1.078 -0.837 -1.099 -0.26
O -17.279 -19.900 19.167 -0.685 0.959 1.427 -0.18
C -17.218 -19.978 20.588 -0.453 0.634 -0.411 -0.09
H -13.882 -21.968 13.656 -0.251 0.148 0.685 0.07
H -13.762 -23.241 12.569 -0.622 -0.550 -0.064 0.06
H -12.812 -23.346 13.959 -0.208 -0.334 0.836 0.08
H -14.056 -23.648 16.117 -0.328 0.594 0.305 0.11
H -15.288 -24.870 15.857 0.191 -0.262 0.132 0.10
H -16.687 -23.454 17.140 0.499 0.215 0.267 0.11
H -17.105 -22.872 15.554 -0.074 -1.149 -0.577 0.11
H -15.526 -21.229 15.500 0.117 -0.604 -0.327 0.10
H -17.663 -20.762 16.748 -0.246 0.200 0.138 0.12
H -16.225 -19.674 16.812 -0.281 0.100 -0.104 0.11
H -15.529 -20.943 19.081 0.525 0.370 -0.730 0.11
H -16.953 -21.848 18.729 -0.148 -0.492 0.427 0.11
H -16.216 -19.722 20.932 0.235 -0.390 0.103 0.08
H -17.579 -20.943 20.943 0.315 -0.267 0.065 0.09
H -17.880 -19.228 21.020 -0.103 0.088 -0.278 0.09
C -10.783 -19.654 14.357 2.457 -0.002 0.093 -0.14
O -11.335 -18.953 15.418 -1.151 0.836 0.529 -0.20
C -10.674 -17.711 15.753 0.475 -1.163 0.366 -0.17
C -9.676 -17.973 16.894 0.675 0.790 -1.025 -0.20
N -9.005 -16.710 17.202 0.890 0.816 -0.366 -0.03
C -7.676 -16.504 16.481 -2.335 -2.294 0.346 -0.19
C -6.827 -15.610 17.242 1.250 1.701 -0.779 -0.27
O -6.502 -16.165 18.496 0.080 0.514 0.398 -0.16
C -5.128 -16.113 18.840 0.254 -0.677 -0.102 -0.09
H -11.076 -20.700 14.271 -1.169 0.412 -0.182 0.09
H -9.725 -19.831 14.550 0.727 0.025 0.431 0.06
H -10.667 -19.071 13.444 -1.042 -0.117 -0.482 0.09
H -11.339 -16.893 16.031 -0.559 -0.479 0.029 0.12
H -10.125 -17.352 14.882 0.182 0.037 -0.150 0.11
H -8.918 -18.654 16.508 -0.115 -0.551 0.188 0.08
H -10.098 -18.403 17.802 -0.399 0.040 -0.188 0.11
H -8.772 -16.697 18.185 0.019 0.048 0.107 0.08
H -7.805 -16.166 15.453 -0.221 0.122 0.038 0.12
H -7.237 -17.501 16.480 0.478 -0.197 -0.385 0.09
H -7.239 -14.606 17.148 -1.009 0.359 1.681 0.13
H -5.984 -15.287 16.630 1.124 -1.121 0.004 0.12
H -4.885 -16.709 19.720 -0.824 0.223 0.555 0.06
H -4.763 -15.101 19.017 0.056 0.072 -0.303 0.10
H -4.546 -16.700 18.130 0.191 0.775 -0.639 0.06
C -8.434 -26.763 17.185 -2.673 1.378 0.079 -0.15
O -7.244 -26.140 17.219 3.359 0.005 0.516 -0.20
C -6.286 -26.812 16.467 2.763 1.106 -0.857 -0.19
C -4.855 -26.073 16.473 -1.953 -1.690 0.230 -0.17
N -4.364 -25.845 17.820 0.428 -1.343 -1.181 -0.05
C -5.038 -24.907 18.641 0.738 1.724 1.055 -0.22
C -4.138 -24.589 19.842 -1.750 -0.696 -0.469 -0.25
O -3.042 -23.924 19.316 1.649 0.194 0.252 -0.20
C -2.323 -23.239 20.335 -0.750 0.023 0.160 -0.08
H -8.792 -26.583 16.171 -0.944 -0.487 -0.188 0.09
H -8.943 -26.115 17.899 -1.193 -0.431 -0.166 0.08
H -8.603 -27.795 17.491 0.874 -0.332 0.037 0.10
H -6.574 -26.842 15.416 -0.351 -0.133 -0.329 0.10
H -6.129 -27.836 16.803 -0.087 -0.119 0.291 0.12
H -4.785 -25.230 15.786 -0.628 0.662 0.129 0.10
H -4.156 -26.776 16.018 -0.071 -0.320 -0.042 0.11
H -3.457 -25.466 17.588 0.493 0.090 0.899 0.10
H -6.045 -25.134 18.993 0.191 -0.424 -0.441 0.12
H -5.006 -23.945 18.129 -0.897 0.556 -0.238 0.10
H -3.926 -25.517 20.372 0.606 -0.157 0.083 0.13
H -4.713 -23.973 20.533 0.034 0.446 0.164 0.12
H -1.410 -22.765 19.973 -0.271 -0.032 -0.380 0.09
H -2.049 -23.880 21.173 0.066 -0.377 -0.032 0.09
H -3.044 -22.522 20.727 0.344 0.523 0.281 0.06
C -8.536 -13.225 6.797 -0.641 -0.993 0.664 -0.10
O -8.517 -13.751 8.134 -0.343 -0.042 -0.277 -0.21
C -7.493 -14.673 8.457 0.293 -1.004 0.163 -0.18
C -7.584 -16.130 7.730 -0.506 1.945 -0.455 -0.18
N -6.375 -16.898 7.619 0.577 -0.261 -0.215 -0.07
C -6.463 -18.218 6.941 0.317 0.909 -0.412 -0.17
C -6.947 -19.308 7.890 -0.282 1.125 -1.875 -0.23
O -6.040 -19.119 8.924 0.126 -0.674 1.014 -0.20
C -6.106 -20.177 9.810 0.539 -1.638 1.272 -0.13
H -9.154 -13.894 6.197 0.144 -0.110 -0.375 0.07
H -7.546 -13.148 6.348 0.104 0.209 0.124 0.09
H -9.089 -12.286 6.821 0.418 0.149 0.143 0.08
H -6.564 -14.115 8.334 0.623 -0.666 -0.770 0.11
H -7.512 -14.784 9.541 -0.458 -0.231 0.074 0.11
H -8.426 -16.735 8.065 -0.325 0.263 0.742 0.11
H -7.881 -15.840 6.722 0.058 -0.130 -0.364 0.10
H -5.974 -17.142 8.514 -0.133 0.545 0.286 0.08
H -6.996 -18.142 5.994 -0.251 0.028 0.113 0.12
H -5.416 -18.405 6.703 -0.051 -0.481 -0.218 0.09
H -8.014 -19.171 8.065 -0.189 0.440 1.069 0.12
H -6.952 -20.321 7.488 0.736 -0.157 -0.270 0.12
H -6.232 -21.112 9.265 -0.863 -0.154 -0.022 0.09
H -6.818 -20.021 10.620 -0.564 -0.141 -0.243 0.09
H -5.193 -20.461 10.334 0.713 1.103 -0.109 0.08
C -13.808 -27.271 23.799 -1.855 -0.608 0.713 -0.16
O -13.350 -26.162 23.112 1.934 0.363 0.699 -0.16
C -12.003 -25.898 23.583 -0.156 0.322 -0.403 -0.24
C -11.482 -24.631 22.983 0.105 -0.908 -1.842 -0.19
N -11.405 -24.830 21.504 0.422 -1.282 1.828 -0.06
C -11.197 -23.660 20.756 -1.340 0.419 -2.709 -0.22
C -11.240 -23.924 19.186 1.179 -0.406 0.743 -0.21
O -12.302 -24.749 18.779 -0.547 -1.012 -0.469 -0.19
C -12.099 -25.615 17.636 -0.195 -0.162 0.865 -0.09
H -13.366 -28.235 23.546 0.567 0.094 -0.125 0.09
H -14.877 -27.392 23.623 -0.097 0.108 -0.403 0.09
H -13.774 -27.098 24.875 0.425 -0.166 0.270 0.09
H -11.323 -26.718 23.354 -0.125 -0.293 -0.557 0.13
H -11.845 -25.783 24.656 -1.109 -0.080 0.501 0.12
H -10.482 -24.581 23.415 0.111 0.853 -0.111 0.12
H -12.145 -23.791 23.190 0.197 0.275 0.497 0.12
H -12.255 -25.327 21.278 -0.086 0.203 -0.592 0.10
H -10.245 -23.191 21.005 -0.066 0.160 -0.052 0.12
H -12.032 -22.963 20.829 -0.068 0.666 0.801 0.09
H -10.283 -24.386 18.947 0.139 -0.136 -0.339 0.09
H -11.333 -22.980 18.648 0.247 0.283 0.136 0.10
H -11.697 -25.139 16.741 -0.072 0.437 0.080 0.08
H -13.044 -26.110 17.411 -0.345 0.639 -0.049 0.08
H -11.484 -26.491 17.840 0.649 0.233 0.495 0.07
```
Forces are in eV/Å.

Properties
- Energy: -5294.4153 Ha
- Max |F|: 5.32 eV/Å
- Energy relative to the best compared isomer or geometry (same formula, charge and spin): 831.07 kJ/mol
- Net charge: 0